1.
The following is a DFT calculation (ωB97M-V/def2-TZVPD) of the molecule C6H14N2 in a non-equilibrium geometry.

Structure (XYZ):
```
22
Properties=species:S:1:pos:R:3:forces:R:3
C 0.066866 0.253361 2.432530 2.1 -3.6 0.3
N -0.106126 -0.226447 1.033669 2.3 0.5 0.2
C 0.798015 -1.381986 0.570709 -2.8 0.2 -1.0
C 0.950006 -1.169457 -1.065079 3.9 0.2 3.3
C 1.043959 0.345056 -1.072942 1.8 1.0 0.9
C 0.174613 0.883552 0.113275 -4.4 -1.7 -4.2
C -1.276287 1.004426 -0.683628 3.0 3.4 -0.8
N -1.793956 0.106792 -1.679063 -2.8 4.9 -1.5
H -0.090325 -0.678323 3.094198 0.2 1.5 -0.7
H -0.641876 0.974904 2.695886 -1.2 1.1 0.1
H 1.100745 0.655307 2.699730 -0.9 -0.4 -0.5
H 0.197979 -2.273283 0.961237 1.6 0.7 -0.8
H 1.798762 -1.249773 0.933748 0.6 -0.4 0.6
H 0.297492 -1.577405 -1.741941 -2.3 -0.9 -1.0
H 1.967811 -1.602248 -1.445020 -1.6 0.6 1.1
H 2.071036 0.728728 -1.090274 0.6 -0.7 1.4
H 0.929889 0.759596 -2.039258 -1.9 0.5 -1.1
H 0.275439 1.888602 0.517703 0.8 -0.3 0.2
H -1.315737 2.104967 -0.989174 0.5 -1.1 -1.0
H -2.052565 1.076963 -0.076317 -2.8 0.1 4.3
H -1.550807 -0.773906 -1.607153 1.6 -5.3 0.7
H -2.844930 0.150572 -1.562836 1.8 -0.3 -0.5
```
Positions in Å, forces in eV/Å.

Calculated values
frontier orbital gap	9.265	eV
SMILES string	CN1CCC[C@H]1CN
calculated total energy	-346.3900	Eh
LUMO energy	1.1	eV
maximum force	6.32	eV Å⁻¹

=====

2.
The following is a DFT calculation (ωB97M-V/def2-TZVPD) of a cluster of 2 separate species, C6H14N2O in total in a non-equilibrium geometry.

Structure (XYZ):
```
23
Properties=species:S:1:pos:R:3:forces:R:3
C 0.675854 0.597871 1.813234 0.0 0.0 -0.3
C 1.713949 -0.700924 0.067053 -0.1 0.2 0.0
N 0.502326 -0.015080 0.497733 0.1 0.6 -0.3
C -1.135945 -1.450517 0.583114 -1.0 0.7 -0.6
N -1.000164 -2.500632 -0.080948 0.3 -0.3 0.1
H -1.035562 -2.435777 -1.095207 -0.2 0.2 0.1
H -1.169820 -1.434710 1.669260 0.1 0.0 0.1
H -0.272074 0.972378 2.193269 0.0 0.0 0.0
H 1.366310 1.445169 1.762460 0.0 0.0 0.1
H 1.051074 -0.151829 2.510681 0.0 0.0 0.0
H 2.078818 -1.324861 0.883274 0.0 0.0 0.0
H 1.502398 -1.353010 -0.777970 0.0 0.0 0.0
H 2.505234 0.004985 -0.210249 0.0 0.0 0.0
C 0.151884 0.536923 -1.946075 0.0 0.1 0.2
C -1.578650 1.004689 -0.167404 0.7 1.4 -0.2
C -0.124087 0.965370 -0.502238 0.1 -1.1 0.5
O -0.020112 2.275425 -0.263111 -0.6 -0.3 0.0
H -0.122956 -0.502679 -2.139917 0.0 0.0 0.1
H -0.434687 1.179622 -2.600430 0.0 0.0 0.0
H -1.720873 -0.415240 0.124729 0.4 -1.4 0.3
H -1.857358 1.351370 0.819978 0.1 -0.1 0.0
H -2.279356 1.269318 -0.954943 0.0 -0.1 0.0
H 1.203800 0.682139 -2.186294 0.0 0.0 0.0
```
Positions in Å, forces in eV/Å.

Calculated values
frontier orbital gap (spin up / spin down)	7.909 / 7.907	eV
calculated total energy	-421.5733	Eh
LUMO energy (spin up / spin down)	-0.5 / -0.5	eV
maximum force	1.56	eV Å⁻¹

=====

3.
The following is a DFT calculation (ωB97M-V/def2-TZVPD) of a cluster of 2 separate species, C6H14N2O in total in a non-equilibrium geometry.

Structure (XYZ):
```
23
Properties=species:S:1:pos:R:3:forces:R:3
C 0.369677 1.725814 0.675803 0.1 -0.1 -0.1
C 1.533208 -0.520434 0.635608 -0.1 0.1 -0.1
C 0.784308 0.520974 -0.181076 -1.4 -0.8 -0.8
C 1.402628 0.913854 -1.432942 1.0 0.6 -0.3
O -0.227328 1.408602 1.920037 0.0 -0.1 0.0
H 0.452140 1.085067 2.520160 0.0 0.0 -0.1
H -0.358250 2.329453 0.129482 0.0 0.0 0.0
H 1.265730 2.342892 0.819774 -0.1 0.0 0.0
H 2.375885 -0.049519 1.144801 0.0 0.0 0.0
H 1.934865 -1.311884 0.004144 0.0 0.0 0.0
H 0.871345 -0.969970 1.378356 0.0 0.0 0.0
H 1.101054 1.829851 -1.921443 0.0 0.0 0.0
H 1.983005 0.205553 -2.004131 0.0 0.0 0.0
C -0.452845 -1.434396 -1.438879 0.1 0.5 0.1
N -0.476071 -0.108157 -0.843148 1.2 0.3 1.4
C -2.497105 -0.804118 1.137785 0.3 -0.1 0.3
N -2.488247 -0.313441 -0.003649 -1.4 -0.3 0.6
H -1.162258 0.563781 -1.148116 0.5 -0.1 -0.3
H -0.415090 -2.191754 -0.651891 0.0 -0.1 -0.1
H -1.362606 -1.582548 -2.014175 -0.1 0.0 0.1
H 0.394192 -1.568488 -2.111045 0.1 -0.1 -0.1
H -3.442086 -1.043122 1.656177 0.1 0.1 -0.2
H -1.586153 -1.028008 1.728367 -0.2 0.1 -0.3
```
Positions in Å, forces in eV/Å.

Calculated values
frontier orbital gap (spin up / spin down)	8.079 / 7.762	eV
calculated total energy	-421.5710	Eh
LUMO energy (spin up / spin down)	0.6 / 0.7	eV
maximum force	1.84	eV Å⁻¹

=====

4.
The following is a DFT calculation (ωB97M-V/def2-TZVPD) of a cluster of 2 separate species, C6H14N2O in total in a non-equilibrium geometry.

Structure (XYZ):
```
23
Properties=species:S:1:pos:R:3:forces:R:3
C -1.477615 1.027423 -1.543304 0.3 0.0 0.1
C -1.174037 0.769034 -0.104018 0.6 -1.5 1.1
N -1.148034 1.823140 0.746060 -0.3 -0.3 -0.6
C -0.883191 -0.540377 0.406173 -2.5 2.6 -1.6
N -1.561932 -1.616572 -0.244638 1.2 -2.7 0.5
H -1.014495 1.969096 -1.837060 -0.3 0.1 -0.1
H -1.062505 0.257999 -2.189835 0.1 -0.1 0.2
H -2.556963 1.035510 -1.714180 0.0 0.2 0.1
H -1.110904 2.757570 0.367484 0.0 -0.1 0.4
H -1.161622 1.640214 1.738058 0.1 0.4 -0.2
H -1.063163 -0.611163 1.479604 0.6 0.0 0.1
H -0.950141 -2.429947 -0.235168 0.3 -0.1 0.6
H -2.030367 -1.836555 -1.115227 -0.1 2.1 -0.2
C 1.786040 -1.594045 -0.260087 -0.9 0.3 -0.1
C 1.188458 -0.462690 0.250362 2.9 1.5 -1.5
C 1.683840 0.040645 1.592974 -0.9 0.1 0.0
O 1.288932 0.793559 -0.669895 -0.8 -1.6 0.8
H 2.509852 -2.157229 0.305664 -0.3 -0.3 0.4
H 1.596808 -1.924844 -1.271714 0.1 0.1 -0.2
H 1.613966 -0.739459 2.350530 -0.1 0.0 0.0
H 2.712251 0.394820 1.541924 0.0 -0.1 -0.3
H 1.092795 0.911845 1.886946 0.0 -0.1 0.2
H 1.722028 0.492028 -1.480654 0.0 -0.2 0.3
```
Positions in Å, forces in eV/Å.

Calculated values
frontier orbital gap (spin up / spin down)	7.092 / 7.092	eV
SMILES string	C/C(N)=C\N.C=C(C)O
calculated total energy	-421.6169	Eh
LUMO energy (spin up / spin down)	0.7 / 0.7	eV
maximum force	3.90	eV Å⁻¹

=====

5.
The following is a DFT calculation (ωB97M-V/def2-TZVPD) of a cluster of 2 separate species, C6H14N2O2 in total in a non-equilibrium geometry.

Structure (XYZ):
```
24
Properties=species:S:1:pos:R:3:forces:R:3
C -2.174528 -2.867535 -0.495294 0.2 0.8 0.0
N -0.746736 -3.130621 -0.512033 -0.3 -1.1 -0.3
C 0.215122 -2.192386 -0.472529 -0.8 0.8 0.2
C 1.631190 -2.643797 -0.499333 0.3 0.1 0.1
O -0.072923 -1.000687 -0.386713 0.1 -0.2 -0.1
H -2.715659 -3.587529 -1.103523 0.1 -0.2 0.1
H -2.548877 -2.839949 0.525250 -0.1 -0.2 0.1
H -2.339620 -1.881286 -0.915042 -0.1 0.1 -0.1
H -0.491010 -4.086628 -0.695213 0.3 0.1 0.2
H 2.175349 -1.919375 0.099304 0.2 -0.2 0.1
H 1.778521 -3.657900 -0.144619 0.0 -0.1 0.1
H 2.013375 -2.554556 -1.505337 0.1 -0.1 -0.4
C 0.024912 2.838642 -1.342964 0.3 -0.3 0.5
N 0.249507 1.934547 -0.215333 -0.1 0.5 -0.7
C 0.338961 2.458944 1.026101 -0.1 -0.2 -0.3
C 0.467506 1.461760 2.131052 0.2 -0.9 0.7
O 0.324979 3.663530 1.228032 0.0 0.0 0.0
H -0.884204 3.408553 -1.166016 -0.1 0.1 -0.3
H 0.857189 3.534993 -1.451217 -0.1 0.0 0.1
H -0.030520 2.245896 -2.250369 -0.2 0.0 -0.1
H 0.133617 0.944159 -0.379244 0.1 0.0 0.3
H -0.479077 1.004591 2.439676 -0.1 0.4 -0.2
H 1.081899 0.592981 1.869953 0.1 0.3 -0.2
H 0.895271 1.953892 2.998242 0.0 0.1 0.1
```
Positions in Å, forces in eV/Å.

Calculated values
frontier orbital gap	9.467	eV
SMILES string	CNC(C)=O.CNC(C)=O
calculated total energy	-497.0441	Eh
LUMO energy	0.5	eV
maximum force	1.18	eV Å⁻¹

=====

6.
The following is a DFT calculation (ωB97M-V/def2-TZVPD) of a cluster of 2 separate species, C6H14N2O2 in total in a non-equilibrium geometry.

Structure (XYZ):
```
24
Properties=species:S:1:pos:R:3:forces:R:3
C -0.047051 -1.101379 -2.735349 -2.1 -0.2 -0.6
N 1.050839 -0.582836 -1.937935 0.1 0.1 -1.6
C 1.271452 -0.921424 -0.650520 -0.9 -0.5 -0.6
C 2.656002 -0.564796 -0.244857 0.3 -0.4 2.7
O 0.410295 -1.473487 0.048695 1.4 0.1 -0.9
H -0.798976 -0.283401 -2.976462 0.6 -1.0 0.6
H 0.176107 -1.516243 -3.749273 0.8 0.4 0.8
H -0.561421 -1.976905 -2.221713 0.7 1.5 -0.2
H 1.712812 0.062133 -2.400973 -0.6 -0.9 0.6
H 2.689118 0.466896 0.074275 0.2 0.8 -0.8
H 3.483359 -0.889090 -0.895946 -0.6 0.3 0.2
H 2.758509 -0.954827 0.783882 0.4 -0.6 -0.6
C -0.037905 1.133137 2.901602 1.4 -1.1 -0.9
N -0.536659 0.449931 1.643033 -3.8 5.5 1.9
C -1.706719 1.029357 1.152895 -0.5 0.2 0.1
C -2.451724 0.577407 -0.095997 0.5 -2.5 0.6
O -2.280767 1.924541 1.766070 0.6 0.0 0.1
H -0.692974 1.881756 3.418097 0.1 -1.3 -0.9
H 0.207400 0.237019 3.518315 0.2 1.2 0.2
H 0.882234 1.715487 2.608589 -0.6 -0.7 0.6
H -0.111691 -0.300844 1.239241 1.3 -2.4 -1.1
H -3.270092 1.175644 -0.397365 -0.5 1.2 0.2
H -1.897515 0.318724 -0.962467 1.1 0.1 -0.8
H -2.904632 -0.406802 0.114166 0.0 0.2 0.3
```
Positions in Å, forces in eV/Å.

Calculated values
frontier orbital gap	9.516	eV
SMILES string	CNC(C)=O.CNC(C)=O
calculated total energy	-496.9909	Eh
LUMO energy	0.5	eV
maximum force	6.93	eV Å⁻¹